Here is the ion C6H16OP with charge +1 in a non-equilibrium geometry from the OMol25 dataset. Energies are from ωB97M-V/def2-TZVPD.

Values from the calculation:
Molecular weight ... 135.167 u
HOMO ... -12.62 eV
Maximum force ... 2.73 eV Å⁻¹
LUMO ... -3.21 eV

```
! wB97M-V def2-TZVPD RIJCOSX def2/J DEFGRID3
* xyz 1 1
C -1.103 0.290 -4.161
O -0.818 0.879 -2.814
C -1.333 -0.023 -1.747
C -1.117 0.666 -0.244
C -1.087 -0.559 0.845
C -0.154 -0.291 2.167
P 1.646 0.206 1.683
C 2.957 -0.218 3.006
H -0.709 -0.834 -4.175
H -2.246 0.269 -4.412
H -0.467 0.901 -4.934
H -2.488 -0.172 -1.890
H -0.780 -1.050 -1.866
H -2.000 1.414 -0.011
H -0.130 1.289 -0.323
H -2.182 -0.815 1.234
H -0.669 -1.531 0.318
H -0.641 0.461 2.956
H -0.071 -1.337 2.734
H 1.894 -0.405 0.378
H 1.655 1.652 1.424
H 3.974 0.289 2.646
H 2.699 0.297 4.050
H 3.170 -1.377 3.136
*
```